No. 1
{
  "formula": "C64H61CsN4OP2S5",
  "method": "ωB97M-V with the def2-TZVPD basis set",
  "species": ["Cs", "C", "C", "N", "C", "S", "N", "N", "C", "C", "C", "C", "C", "C", "C", "N", "H", "H", "H", "H", "H", "H", "H", "H", "H", "H", "H", "H", "H", "O", "S", "C", "C", "C", "C", "C", "C", "C", "C", "C", "C", "P", "C", "C", "C", "C", "C", "C", "C", "C", "C", "C", "C", "C", "C", "C", "C", "C", "C", "C", "C", "C", "C", "C", "C", "C", "P", "C", "C", "C", "C", "C", "C", "C", "C", "C", "C", "C", "C", "C", "C", "H", "H", "H", "H", "H", "H", "H", "H", "H", "H", "H", "H", "H", "H", "H", "H", "H", "H", "H", "H", "H", "H", "H", "H", "H", "H", "H", "H", "H", "H", "H", "H", "H", "H", "H", "H", "C", "C", "S", "C", "C", "S", "C", "C", "S", "H", "H", "H", "H", "H", "H", "H", "H", "H", "H", "H", "H"],
  "positions_angstrom": [[0.383, 0.323, -1.067], [-5.382, -1.665, -4.334], [-5.337, -1.323, -2.848], [-4.156, -1.822, -2.176], [-3.019, -1.106, -1.945], [-1.772, -1.951, -1.125], [-3.030, 0.120, -2.435], [-2.126, 1.027, -2.018], [-2.205, 2.166, -2.627], [-3.156, 2.372, -3.776], [-1.454, 3.296, -2.077], [-1.992, 4.589, -2.133], [-1.349, 5.624, -1.484], [-0.156, 5.368, -0.821], [0.331, 4.075, -0.867], [-0.288, 3.060, -1.459], [-6.298, -1.278, -4.785], [-5.346, -2.745, -4.493], [-4.531, -1.213, -4.843], [-6.218, -1.735, -2.347], [-5.342, -0.242, -2.729], [-4.103, -2.799, -1.952], [-3.096, 1.503, -4.429], [-2.920, 3.270, -4.346], [-4.187, 2.429, -3.414], [-2.928, 4.765, -2.645], [-1.773, 6.620, -1.489], [0.376, 6.146, -0.292], [1.280, 3.832, -0.395], [3.347, -1.839, -1.286], [2.637, -2.145, -0.020], [3.800, -3.210, 0.879], [4.303, -4.272, 0.167], [5.275, -5.143, 0.687], [5.755, -4.900, 1.943], [6.783, -5.624, 2.778], [6.947, -4.752, 4.049], [5.917, -3.660, 3.903], [5.571, -2.620, 4.716], [4.571, -1.728, 4.278], [3.905, -1.845, 3.074], [2.607, -0.618, 2.612], [3.626, 0.688, 1.820], [2.981, 1.872, 1.453], [3.688, 2.903, 0.855], [5.039, 2.751, 0.579], [5.676, 1.562, 0.897], [4.977, 0.535, 1.517], [2.222, 0.090, 4.272], [1.486, -0.752, 5.111], [1.044, -0.313, 6.346], [1.303, 0.990, 6.754], [2.018, 1.836, 5.923], [2.479, 1.391, 4.689], [4.268, -2.914, 2.191], [5.268, -3.792, 2.662], [1.443, -3.459, -0.355], [0.961, -4.075, 0.779], [0.183, -5.242, 0.739], [-0.056, -5.804, -0.482], [-0.768, -7.077, -0.864], [-0.749, -7.093, -2.413], [0.027, -5.860, -2.801], [0.373, -5.357, -4.020], [0.996, -4.094, -4.064], [1.332, -3.350, -2.948], [1.771, -1.577, -3.197], [3.442, -1.623, -3.948], [4.080, -2.766, -4.413], [5.343, -2.681, -4.985], [5.982, -1.456, -5.097], [5.359, -0.311, -4.620], [4.102, -0.399, -4.044], [0.785, -1.247, -4.726], [-0.604, -1.384, -4.632], [-1.425, -1.026, -5.687], [-0.880, -0.516, -6.859], [0.494, -0.370, -6.963], [1.320, -0.728, -5.905], [1.102, -3.926, -1.656], [0.398, -5.150, -1.644], [3.936, -4.430, -0.842], [5.624, -5.977, 0.091], [7.722, -5.738, 2.236], [6.430, -6.627, 3.026], [7.947, -4.318, 4.100], [6.798, -5.327, 4.964], [6.043, -2.462, 5.678], [4.320, -0.903, 4.930], [1.919, 1.994, 1.654], [3.184, 3.829, 0.607], [5.594, 3.558, 0.117], [6.726, 1.429, 0.669], [5.493, -0.383, 1.761], [1.265, -1.764, 4.785], [0.486, -0.983, 6.988], [0.945, 1.342, 7.713], [2.219, 2.853, 6.237], [3.044, 2.062, 4.056], [1.232, -3.662, 1.746], [-0.173, -5.690, 1.658], [-1.785, -7.090, -0.470], [-0.249, -7.943, -0.448], [-1.759, -7.049, -2.824], [-0.279, -7.997, -2.806], [0.130, -5.869, -4.943], [1.174, -3.662, -5.040], [3.597, -3.731, -4.324], [5.831, -3.578, -5.347], [6.963, -1.393, -5.552], [5.857, 0.648, -4.693], [3.618, 0.493, -3.659], [-1.039, -1.786, -3.722], [-2.497, -1.143, -5.600], [-1.523, -0.233, -7.683], [0.931, 0.022, -7.874], [2.390, -0.607, -6.009], [-4.487, 0.969, 4.954], [-3.881, -0.220, 4.208], [-3.542, 0.097, 2.436], [-1.732, -0.006, 2.351], [-0.965, 1.108, 3.045], [-1.105, 2.719, 2.197], [-1.949, 3.780, 3.423], [-3.354, 3.332, 3.816], [-3.324, 2.316, 5.342], [-4.846, 0.637, 5.929], [-5.328, 1.391, 4.404], [-4.594, -1.047, 4.227], [-2.956, -0.542, 4.684], [-1.533, 0.006, 1.280], [-1.432, -0.978, 2.748], [0.095, 0.851, 3.058], [-1.286, 1.244, 4.073], [-1.996, 4.749, 2.928], [-1.304, 3.877, 4.299], [-3.795, 2.733, 3.026], [-3.990, 4.193, 4.021]],
  "relative_energy_kcal_mol": 18.4,
  "homo_energy_ev": -6.65
}

---

No. 2
{
  "formula": "C64H66Ge2NOS4Zn",
  "method": "ωB97M-V with the def2-TZVPD basis set",
  "species": ["Zn", "C", "C", "C", "C", "C", "C", "C", "C", "C", "C", "C", "C", "C", "C", "C", "Ge", "S", "S", "Ge", "S", "S", "C", "C", "C", "C", "C", "C", "C", "C", "C", "C", "C", "C", "C", "C", "C", "C", "C", "C", "C", "C", "C", "C", "C", "C", "C", "C", "C", "C", "C", "C", "C", "C", "C", "H", "H", "H", "H", "H", "H", "H", "H", "H", "H", "H", "H", "H", "H", "H", "H", "H", "H", "H", "H", "H", "H", "H", "H", "H", "H", "H", "H", "H", "H", "H", "H", "H", "H", "H", "H", "H", "H", "H", "H", "H", "H", "H", "H", "H", "H", "H", "H", "H", "H", "O", "C", "C", "C", "C", "C", "C", "C", "C", "N", "H", "H", "H", "H", "H", "H", "H", "H", "H", "H", "H", "C", "C", "C", "C", "C", "C", "C", "C", "H", "H", "H", "H", "H"],
  "positions_angstrom": [[-1.856, -0.482, -1.820], [2.347, -5.738, 2.752], [1.490, -4.576, 3.168], [2.056, -3.419, 3.683], [1.275, -2.323, 4.018], [1.921, -1.055, 4.499], [-0.113, -2.390, 3.849], [-0.704, -3.554, 3.356], [-2.187, -3.688, 3.160], [0.114, -4.625, 3.019], [-0.912, -1.186, 4.219], [-1.499, -1.117, 5.477], [-2.188, 0.015, 5.867], [-2.262, 1.099, 5.004], [-1.673, 1.052, 3.745], [-0.999, -0.113, 3.340], [-0.482, -0.396, 1.452], [-2.266, -1.107, 0.489], [1.301, -1.749, 1.085], [1.517, -0.347, -0.666], [0.349, -0.988, -2.373], [0.500, 1.347, 0.406], [3.398, 0.028, -1.179], [3.764, 0.421, -2.478], [5.108, 0.567, -2.809], [6.106, 0.342, -1.876], [5.746, -0.005, -0.588], [4.404, -0.146, -0.232], [4.171, -0.449, 1.216], [3.990, 0.589, 2.122], [3.762, 2.006, 1.675], [4.038, 0.310, 3.487], [4.275, -0.966, 3.965], [4.437, -1.234, 5.435], [4.399, -2.000, 3.040], [4.344, -1.760, 1.677], [4.448, -2.899, 0.704], [2.798, 0.754, -3.563], [2.585, -0.139, -4.608], [3.227, -1.499, -4.639], [1.649, 0.174, -5.586], [0.913, 1.344, -5.540], [-0.179, 1.615, -6.532], [1.183, 2.247, -4.521], [2.123, 1.978, -3.539], [2.369, 2.991, -2.457], [-1.724, 2.285, 2.908], [-2.863, 2.616, 2.183], [-4.114, 1.784, 2.211], [-2.853, 3.769, 1.403], [-1.756, 4.606, 1.354], [-1.745, 5.811, 0.455], [-0.646, 4.286, 2.130], [-0.611, 3.137, 2.899], [0.619, 2.804, 3.694], [3.393, -5.560, 2.998], [2.279, -5.901, 1.677], [2.034, -6.659, 3.245], [3.132, -3.355, 3.799], [2.948, -1.240, 4.809], [1.376, -0.614, 5.333], [1.941, -0.319, 3.694], [-2.733, -2.828, 3.540], [-2.554, -4.587, 3.660], [-2.419, -3.762, 2.100], [-0.344, -5.521, 2.617], [-1.408, -1.966, 6.144], [-2.651, 0.063, 6.844], [-2.776, 2.003, 5.305], [5.356, 0.872, -3.818], [7.147, 0.456, -2.144], [6.502, -0.159, 0.174], [4.045, 2.157, 0.635], [4.332, 2.698, 2.295], [2.703, 2.260, 1.759], [3.910, 1.126, 4.190], [4.058, -0.405, 6.031], [5.490, -1.373, 5.688], [3.910, -2.139, 5.736], [4.547, -3.014, 3.390], [4.548, -3.845, 1.231], [5.299, -2.781, 0.032], [3.552, -2.949, 0.084], [4.028, -1.599, -3.910], [3.630, -1.718, -5.629], [2.480, -2.256, -4.403], [1.459, -0.542, -6.377], [-0.103, 0.952, -7.392], [-0.148, 2.646, -6.887], [-1.151, 1.450, -6.067], [0.631, 3.179, -4.477], [2.003, 3.969, -2.766], [3.431, 3.076, -2.219], [1.848, 2.728, -1.541], [-3.976, 0.849, 2.749], [-4.409, 1.537, 1.191], [-4.926, 2.347, 2.678], [-3.728, 4.000, 0.809], [-2.754, 6.070, 0.136], [-1.152, 5.612, -0.439], [-1.307, 6.674, 0.956], [0.224, 4.931, 2.106], [1.359, 3.598, 3.599], [1.072, 1.876, 3.343], [0.385, 2.669, 4.751], [-2.426, -0.748, -4.331], [-1.486, -1.509, -5.071], [-1.693, -2.997, -4.918], [-1.634, -3.448, -3.470], [-2.976, -3.321, -2.846], [-3.902, -4.361, -2.823], [-5.154, -4.133, -2.287], [-5.448, -2.867, -1.793], [-4.461, -1.898, -1.845], [-3.256, -2.132, -2.355], [-3.317, -1.063, -4.521], [-0.509, -1.222, -4.678], [-1.515, -1.248, -6.139], [-0.908, -3.507, -5.487], [-2.644, -3.296, -5.376], [-0.908, -2.843, -2.910], [-1.309, -4.488, -3.418], [-3.629, -5.329, -3.222], [-5.888, -4.928, -2.251], [-6.410, -2.635, -1.362], [-4.618, -0.904, -1.453], [-2.935, 1.116, -2.237], [-3.644, 2.100, -2.299], [-4.453, 3.277, -2.274], [-3.895, 4.527, -2.561], [-4.666, 5.674, -2.511], [-6.011, 5.601, -2.173], [-6.574, 4.367, -1.879], [-5.805, 3.217, -1.928], [-2.845, 4.579, -2.815], [-4.216, 6.634, -2.735], [-6.613, 6.499, -2.131], [-7.621, 4.300, -1.608], [-6.239, 2.255, -1.690]],
  "relative_energy_kcal_mol": 72.9,
  "homo_energy_ev": -4.88,
  "total_charge": -1
}